# CO3PS

A cluster of 2 separate species, CO3PS in total (ωB97M-V/def2-TZVPD, the Open Molecules 2025 dataset).

The geometry in XYZ format:
```
6
Properties=species:S:1:pos:R:3:mulliken_charge:R:1
S 0.3260 2.8670 0.3347 -0.3909
P -1.2289 -1.9510 -0.9863 -0.0403
O 0.0504 -1.6210 -1.6104 -0.4420
O -1.2578 -1.2883 0.3965 -0.5204
O 1.3101 0.5529 1.1881 -0.2635
C 0.8000 1.4403 0.6774 0.6570
```

Its total charge is -1. The calculation puts the HOMO-LUMO gap at 6.93 eV. The LUMO energy is 2.942 eV. As for the energy above the lowest of the compared OMol25 structures with the same formula, charge and spin: 33.4 kJ/mol.